[1]
A molecular structure, C9H22BrHfO6S in a non-equilibrium geometry. Source: the OMol25 dataset; level of theory: the ωB97M-V functional and the def2-TZVPD basis.

Summary:
Charge = +3
E_LUMO = -0.578 Ha
HOMO level = -0.6401 Eh
ΔE to the lowest compared entry with this formula, charge and spin = 247.8 kJ/mol

Each line ends with the Mulliken charge.
Positions of all 40 atoms, in Å:
Hf 27.7068 0.9348 9.7294  1.379
Br 26.2553 -1.6388 9.5723  0.001
O 24.4358 -8.0968 5.5691  -0.488
S 24.6539 -6.7295 5.1304  1.171
O 23.5753 -5.7664 5.3356  -0.476
O 26.1546 -6.2640 5.7405  -0.275
C 26.4241 -4.8614 5.6901  -0.540
C 26.1760 -4.2288 7.0680  -0.794
C 25.0599 -6.7257 3.3623  -0.806
H 26.0616 -4.3117 4.8215  0.370
H 27.5000 -4.8093 5.5236  0.373
H 25.1738 -4.4617 7.4277  0.347
H 26.3744 -3.1578 7.1085  0.219
H 26.8153 -4.7273 7.7967  0.319
H 25.6921 -7.5917 3.1661  0.340
H 25.6240 -5.8224 3.1299  0.318
H 24.1289 -6.7694 2.7971  0.365
C 29.2364 -3.2459 14.7910  -0.763
O 29.6728 -2.3925 13.7327  -0.309
C 29.0274 -1.1136 13.8662  -0.432
C 29.6293 -0.2540 12.8611  -0.804
O 29.1857 -0.5000 11.4472  0.019
C 30.0909 -1.3857 10.7698  -0.241
C 29.7483 -1.7279 9.3232  -0.520
O 29.4350 -0.4450 8.6726  -0.169
C 30.4722 -0.1336 7.7624  -0.805
H 28.1762 -3.4934 14.7374  0.324
H 29.4439 -2.7832 15.7559  0.327
H 29.8386 -4.1496 14.8848  0.281
H 29.2703 -0.6032 14.7982  0.475
H 27.9565 -1.1396 13.6647  0.299
H 30.7167 -0.3275 12.8447  0.379
H 29.4395 0.7944 13.0911  0.528
H 30.1826 -2.3153 11.3315  0.445
H 31.0875 -0.9442 10.7707  0.389
H 29.0111 -2.5286 9.2641  0.250
H 30.5689 -2.2577 8.8395  0.435
H 31.4898 -0.4652 7.9691  0.378
H 30.6598 0.9396 7.7963  0.371
H 30.2128 -0.5251 6.7788  0.322

Cartesian forces, eV/Å:
1.41 -7.19 0.33
1.58 3.86 0.17
0.63 1.80 -0.14
-0.32 -1.23 -0.48
1.69 -0.44 0.24
-2.26 0.04 -0.44
1.79 0.49 0.33
-0.57 -0.86 0.36
0.25 0.20 0.14
-1.00 -0.21 0.17
0.17 -0.24 -0.03
-0.24 0.39 -0.21
-0.09 0.12 -0.40
0.29 -0.05 -0.10
-0.12 -0.09 0.24
-0.22 0.03 0.02
-0.02 0.01 0.23
0.42 -0.44 1.12
-1.06 0.78 0.40
0.66 -1.54 -0.75
1.17 1.92 -0.74
-1.51 1.16 -1.56
1.35 -0.85 -0.56
-0.54 -0.67 1.75
-1.74 -0.16 1.69
1.44 1.78 -1.93
-0.01 0.02 -0.22
-0.27 0.45 0.08
-0.04 -0.02 -0.87
-0.26 -0.29 0.50
-0.36 -0.33 0.55
0.03 -0.26 -0.06
-0.38 0.08 -0.27
-0.28 -0.05 0.25
0.02 0.33 0.16
-1.06 0.89 -0.24
0.49 0.80 -0.05
-0.34 -0.81 0.87
-0.60 0.23 -0.55
-0.12 0.34 -0.02


[2]
A molecular structure, C25H20MnN9O7S4 in a non-equilibrium geometry. Source: the OMol25 dataset; level of theory: the ωB97M-V functional and the def2-TZVPD basis.

Summary:
2S+1 = 6
Charge = -1
E_LUMO (alpha / beta) = 0.027 / 0.027 Ha
HOMO level (alpha / beta) = -0.1383 / -0.1517 Eh
ΔE to the lowest compared entry with this formula, charge and spin = 71.9 kJ/mol

Each line ends with the Mulliken spin population.
Positions of all 66 atoms, in Å:
Mn 0.5839 -0.4098 -0.5368  4.696
N -1.0326 -0.2618 2.9372  0.005
C 0.3165 -0.1689 2.8232  0.001
N 0.9859 -0.3592 1.7309  -0.003
C 2.3444 -0.3193 1.9444  0.015
C 2.7114 -0.0946 3.2396  -0.002
S 1.3202 0.0834 4.2406  0.009
C 3.2004 -0.5133 0.8007  0.013
C 4.5546 -0.3923 0.7501  0.000
S 5.1350 -0.6908 -0.8519  0.008
C 3.4872 -0.9497 -1.3757  -0.002
N 2.6057 -0.8354 -0.4097  0.013
N 3.1954 -1.3108 -2.6359  0.013
H -1.5496 -0.0738 2.0859  -0.001
H -1.4365 0.1357 3.7710  0.000
H 3.6916 0.0072 3.6530  0.000
H 5.2271 -0.0998 1.5258  0.000
H 3.8657 -1.0832 -3.3546  0.000
H 2.2001 -1.2284 -2.9006  -0.011
S -0.0245 -1.1605 -3.1092  0.042
C -0.5727 0.4406 -3.4880  0.020
C -1.6368 0.6099 -4.3677  -0.011
C -2.0975 1.8778 -4.7015  0.009
C -3.1993 2.0120 -5.5675  -0.002
N -4.0949 2.0938 -6.2805  0.002
C -1.4678 3.0232 -4.1677  0.003
C -0.4072 2.8560 -3.2862  -0.009
C 0.0424 1.5911 -2.9398  -0.004
S 1.4086 1.4795 -1.8638  0.084
C -1.8585 4.3315 -4.5165  -0.001
N -2.1201 5.4158 -4.7905  0.000
H -2.1189 -0.2632 -4.7830  -0.001
H 0.0736 3.7189 -2.8499  0.000
C 0.9148 -4.5812 -1.4986  -0.005
N 0.4005 -4.6920 -0.1477  0.003
C 0.3867 -5.9995 0.4613  0.000
C -0.0371 -3.5809 0.4710  0.020
C -0.6269 -3.7509 1.8478  -0.004
O 0.0301 -2.4814 -0.0729  0.095
H 0.6878 -5.4925 -2.0524  0.000
H 1.9945 -4.4136 -1.4840  0.000
H 0.4456 -3.7269 -1.9901  0.002
H 1.1447 -6.6194 -0.0089  0.000
H -0.5864 -6.4882 0.3456  0.000
H 0.6161 -5.9401 1.5236  0.000
H -1.4803 -4.4241 1.8023  0.000
H -0.9476 -2.7796 2.2122  0.002
H 0.1060 -4.1607 2.5392  0.001
O -2.9722 1.3212 -1.0927  0.027
C -1.9787 1.1879 -0.4037  -0.006
O -1.1061 0.2464 -0.5373  -0.044
C -1.7040 2.0841 0.7835  0.017
C -2.7742 2.4854 1.5663  -0.005
C -2.5285 3.2514 2.7230  0.000
C -1.2310 3.6069 3.0702  0.001
C -0.1691 3.1657 2.2969  0.007
C -0.3986 2.4107 1.1309  0.020
N 1.1542 3.3865 2.7343  0.000
O 2.0320 2.6264 2.2914  0.000
O 1.3761 4.2788 3.5581  0.000
N -3.6047 3.6043 3.5695  0.000
O -4.7255 3.1531 3.3132  0.000
O -3.3749 4.3270 4.5436  0.000
H -3.7838 2.2223 1.2959  0.000
H -1.0471 4.1913 3.9588  0.000
H 0.4538 2.1192 0.5270  -0.018

Cartesian forces, eV/Å:
1.29 -1.28 -1.17
-0.43 0.07 -0.03
0.59 -0.16 0.53
-0.15 0.12 0.13
-0.03 0.18 1.40
-0.25 -0.22 -0.54
-0.17 -0.07 -0.49
1.26 -0.11 -0.91
-0.45 -0.04 -0.13
-0.34 0.05 0.14
0.18 -0.20 0.06
1.34 -0.47 0.37
0.17 -0.05 0.13
0.08 -0.11 -0.02
-0.04 0.02 -0.11
0.28 0.01 0.06
0.18 0.08 0.29
-0.12 0.02 0.12
-0.18 0.14 -0.08
0.15 -0.52 0.00
0.25 -0.06 -0.10
-0.11 0.35 0.06
0.75 0.19 0.59
-0.43 0.00 -0.41
-0.36 0.05 -0.28
0.16 -0.99 0.17
-0.36 -0.06 -0.20
0.27 0.09 0.10
0.52 0.78 -0.07
-0.20 0.46 -0.17
-0.14 0.35 -0.08
-0.03 0.00 -0.01
0.04 0.06 -0.04
0.02 0.29 -0.26
0.07 -0.04 -0.11
-0.17 -0.09 0.22
0.01 0.27 0.02
-0.03 0.22 -0.06
-0.13 -0.61 0.30
0.01 0.04 0.03
0.03 -0.05 -0.09
0.06 -0.11 -0.01
0.04 -0.03 -0.04
0.05 -0.06 -0.01
0.01 -0.07 -0.02
-0.07 -0.10 0.09
-0.02 0.01 -0.04
0.04 -0.05 0.08
-0.17 0.50 0.40
0.25 -1.12 -0.74
-3.56 1.62 0.97
-0.09 0.20 -0.14
0.22 0.69 0.73
1.45 -0.97 -1.74
0.01 0.18 0.46
-2.24 -0.77 -1.23
0.30 0.63 0.86
2.88 0.07 0.65
-1.16 1.22 0.50
-0.34 -0.82 -0.79
-2.05 0.60 1.61
1.15 0.43 0.16
-0.11 -0.58 -0.88
-0.06 -0.05 -0.11
-0.01 -0.02 0.04
-0.14 -0.10 -0.18